{"formula": "C34H41BeBr2N4O2STe", "method": "ωB97M-V/def2-TZVPD", "spin_multiplicity": 2, "orbital_gap_ha": [0.18215, 0.26753], "molar_mass_g_mol": 866.22, "relative_energy_kcal_mol": 12.6, "elements": ["Be", "Br", "C", "C", "C", "Br", "C", "C", "C", "C", "N", "C", "C", "O", "H", "H", "H", "H", "C", "C", "O", "N", "Te", "C", "C", "C", "C", "C", "C", "C", "C", "C", "C", "C", "C", "C", "C", "C", "C", "C", "C", "H", "H", "H", "H", "H", "H", "H", "H", "H", "H", "H", "H", "H", "H", "H", "H", "H", "H", "H", "H", "H", "H", "H", "H", "H", "C", "C", "N", "C", "S", "N", "C", "C", "H", "H", "H", "H", "H", "H", "H", "H", "H", "H", "H", "H"], "coordinates": [[-0.420, 0.954, 0.305], [1.828, 1.753, 4.443], [2.115, 0.499, 3.044], [3.188, -0.384, 3.110], [3.410, -1.258, 2.063], [4.889, -2.448, 2.197], [2.616, -1.275, 0.901], [2.781, -2.096, -0.247], [1.900, -1.913, -1.325], [0.891, -0.990, -1.277], [0.667, -0.216, -0.170], [1.542, -0.361, 0.885], [1.262, 0.502, 1.950], [0.165, 1.276, 1.802], [3.843, -0.379, 3.969], [3.584, -2.815, -0.295], [2.019, -2.504, -2.224], [0.216, -0.840, -2.109], [-3.545, 1.485, -1.248], [-3.224, 0.948, 0.109], [-4.159, 0.867, 1.000], [-2.052, 0.580, 0.504], [-2.618, 0.386, 2.526], [-4.398, -0.256, 3.560], [-4.791, 0.594, 4.600], [-4.123, 1.920, 4.884], [-5.863, 0.215, 5.404], [-6.550, -0.970, 5.199], [-7.712, -1.356, 6.072], [-6.157, -1.781, 4.142], [-5.096, -1.443, 3.314], [-4.748, -2.349, 2.172], [-1.430, -1.342, 2.838], [-1.121, -2.303, 1.871], [-1.773, -2.428, 0.519], [-0.129, -3.233, 2.177], [0.533, -3.244, 3.394], [1.655, -4.206, 3.654], [0.141, -2.328, 4.360], [-0.835, -1.378, 4.107], [-1.234, -0.435, 5.213], [-4.582, 1.274, -1.494], [-2.880, 1.066, -1.999], [-3.397, 2.566, -1.231], [-4.087, 2.551, 3.996], [-3.100, 1.795, 5.245], [-4.677, 2.458, 5.652], [-6.168, 0.873, 6.209], [-7.763, -0.730, 6.962], [-7.633, -2.396, 6.388], [-8.653, -1.248, 5.530], [-6.699, -2.700, 3.950], [-5.529, -3.092, 2.017], [-3.810, -2.874, 2.356], [-4.648, -1.772, 1.253], [-2.812, -2.115, 0.521], [-1.727, -3.466, 0.189], [-1.248, -1.822, -0.211], [0.141, -3.962, 1.421], [1.575, -5.089, 3.020], [1.670, -4.525, 4.696], [2.611, -3.729, 3.438], [0.620, -2.339, 5.333], [-0.549, -0.526, 6.054], [-2.245, -0.649, 5.572], [-1.190, 0.605, 4.885], [1.796, 5.738, 2.191], [2.290, 4.440, 1.561], [1.233, 3.676, 0.922], [0.800, 3.844, -0.320], [-0.366, 2.793, -1.010], [1.301, 4.857, -1.041], [0.911, 5.188, -2.404], [-0.320, 6.080, -2.463], [2.626, 6.275, 2.651], [1.057, 5.521, 2.962], [1.327, 6.397, 1.458], [2.711, 3.798, 2.334], [3.094, 4.628, 0.842], [0.831, 2.876, 1.429], [1.902, 5.512, -0.568], [0.734, 4.255, -2.936], [1.766, 5.680, -2.870], [-1.169, 5.579, -1.999], [-0.574, 6.303, -3.498], [-0.144, 7.023, -1.943]]}

{"formula": "C34H41ClN4P2Ti", "method": "ωB97M-V/def2-TZVPD", "spin_multiplicity": 1, "orbital_gap_ha": [0.09662, 0.09659], "molar_mass_g_mol": 651.00, "total_charge": 2, "elements": ["Ti", "C", "C", "C", "C", "C", "C", "C", "C", "C", "H", "H", "H", "H", "H", "H", "H", "H", "H", "H", "H", "H", "H", "H", "H", "P", "P", "N", "N", "N", "N", "C", "C", "C", "C", "C", "C", "C", "C", "C", "C", "C", "C", "C", "C", "C", "C", "C", "C", "H", "H", "H", "H", "H", "H", "H", "H", "H", "H", "H", "H", "H", "H", "H", "H", "H", "H", "H", "H", "Cl", "C", "C", "C", "C", "C", "C", "C", "H", "H", "H", "H", "H", "H"], "coordinates": [[0.347, -1.960, 2.218], [-1.142, 2.732, 3.190], [-1.681, 1.933, 2.279], [-1.020, 1.553, 0.990], [0.310, 0.784, 1.192], [1.554, 1.684, 1.316], [1.687, 2.906, 1.832], [0.655, 3.999, 1.710], [-0.252, 3.956, 2.956], [1.628, -3.545, 2.722], [-1.632, 2.815, 4.184], [-2.515, 1.279, 2.572], [-0.892, 2.398, 0.308], [-1.709, 0.844, 0.498], [0.172, 0.090, 2.105], [0.459, 0.146, 0.313], [2.458, 1.089, 1.102], [2.593, 3.159, 2.420], [0.048, 3.871, 0.807], [1.121, 4.999, 1.669], [0.393, 4.047, 3.839], [-0.908, 4.844, 2.963], [1.384, -3.929, 3.733], [2.654, -3.174, 2.703], [1.453, -4.329, 1.967], [1.730, -1.044, -1.674], [-2.130, -0.273, -1.610], [3.012, 0.080, -2.179], [2.252, -2.234, -2.908], [-2.164, 1.325, -2.401], [-3.581, -0.785, -2.601], [0.469, -0.199, -2.712], [-0.868, -0.977, -2.716], [4.193, 0.240, -1.438], [5.049, 1.072, -2.152], [4.396, 1.424, -3.376], [3.158, 0.797, -3.371], [2.654, -3.543, -2.596], [2.948, -4.208, -3.781], [2.740, -3.281, -4.860], [2.327, -2.080, -4.296], [-2.592, 2.423, -1.649], [-2.345, 3.586, -2.365], [-1.794, 3.214, -3.633], [-1.677, 1.818, -3.619], [-4.325, -0.118, -3.586], [-5.203, -1.013, -4.176], [-5.021, -2.274, -3.524], [-4.032, -2.111, -2.577], [0.764, -0.055, -3.764], [0.383, 0.817, -2.296], [-1.290, -1.024, -3.738], [-0.701, -2.013, -2.384], [4.280, -0.235, -0.476], [6.034, 1.403, -1.821], [4.754, 2.065, -4.180], [2.375, 0.860, -4.123], [2.659, -3.866, -1.569], [3.253, -5.249, -3.877], [2.854, -3.475, -5.921], [2.044, -1.156, -4.785], [-3.007, 2.274, -0.659], [-2.527, 4.574, -1.994], [-1.507, 3.858, -4.448], [-1.299, 1.166, -4.395], [-4.181, 0.946, -3.783], [-5.888, -0.781, -4.990], [-5.561, -3.197, -3.745], [-3.618, -2.798, -1.847], [1.524, -0.697, 3.842], [0.456, -0.818, 5.278], [0.747, -0.098, 6.435], [-0.004, -0.320, 7.589], [-1.066, -1.237, 7.522], [-1.335, -1.927, 6.344], [-0.594, -1.718, 5.150], [-0.924, -2.440, 3.833], [1.561, 0.630, 6.456], [0.226, 0.180, 8.538], [-1.690, -1.414, 8.399], [-2.159, -2.631, 6.324], [-1.039, -3.548, 3.924], [-1.883, -2.109, 3.369]]}

{"formula": "C34H41MnN5O2Si", "method": "ωB97M-V/def2-TZVPD", "spin_multiplicity": 2, "orbital_gap_ha": [0.23184, 0.22479], "molar_mass_g_mol": 634.76, "relative_energy_kcal_mol": 0.0, "total_charge": 2, "elements": ["Mn", "C", "C", "N", "C", "C", "C", "C", "C", "C", "C", "N", "C", "C", "C", "C", "C", "C", "C", "C", "N", "C", "H", "H", "H", "H", "H", "H", "H", "H", "H", "H", "H", "H", "O", "C", "N", "C", "O", "C", "C", "C", "C", "N", "C", "H", "H", "H", "H", "H", "H", "H", "H", "C", "Si", "C", "C", "C", "C", "C", "C", "C", "C", "H", "H", "H", "H", "H", "H", "H", "H", "H", "H", "H", "H", "H", "H", "H", "H", "H", "H", "H", "H", "H"], "coordinates": [[-1.140, -0.326, -0.060], [-0.666, 3.183, -2.691], [-0.451, 2.259, -1.663], [-1.124, 1.127, -1.539], [-2.078, 0.858, -2.478], [-2.402, 1.750, -3.512], [-1.652, 2.938, -3.609], [-3.475, 1.427, -4.381], [-4.186, 0.278, -4.186], [-3.839, -0.631, -3.168], [-2.763, -0.377, -2.345], [-2.281, -1.145, -1.293], [-2.600, -2.481, -1.086], [-3.098, -3.405, -1.981], [-3.383, -4.717, -1.557], [-3.180, -5.107, -0.260], [-2.604, -4.204, 0.667], [-2.331, -4.519, 2.015], [-1.749, -3.575, 2.819], [-1.389, -2.340, 2.267], [-1.604, -2.016, 1.007], [-2.270, -2.915, 0.226], [-0.066, 4.081, -2.726], [0.294, 2.472, -0.912], [-1.865, 3.644, -4.401], [-3.736, 2.115, -5.174], [-5.033, 0.051, -4.819], [-4.454, -1.506, -3.021], [-3.261, -3.146, -3.016], [-3.782, -5.420, -2.275], [-3.433, -6.108, 0.063], [-2.589, -5.497, 2.401], [-1.542, -3.769, 3.862], [-0.901, -1.599, 2.880], [3.902, 3.555, -1.550], [4.707, 2.504, -2.059], [3.848, 1.352, -2.126], [4.133, 0.171, -1.519], [5.190, -0.112, -1.005], [2.978, -0.791, -1.433], [3.172, -2.164, -1.537], [2.089, -2.996, -1.317], [0.878, -2.443, -0.932], [0.695, -1.126, -0.792], [1.731, -0.326, -1.074], [4.367, 4.391, -1.672], [5.534, 2.252, -1.395], [5.097, 2.756, -3.048], [3.017, 1.436, -2.688], [4.154, -2.553, -1.774], [2.178, -4.069, -1.409], [0.033, -3.082, -0.712], [1.569, 0.735, -0.962], [-2.549, 0.575, 1.087], [0.316, 0.758, 1.665], [0.261, 2.589, 2.132], [-1.009, 3.299, 1.645], [1.481, 3.034, 1.260], [0.480, 3.009, 3.588], [1.703, -0.151, 2.617], [3.039, 0.614, 2.590], [1.991, -1.544, 2.041], [1.250, -0.285, 4.089], [-2.347, 0.790, 2.136], [-3.393, -0.112, 1.037], [-2.792, 1.505, 0.579], [-1.280, 3.050, 0.622], [-0.849, 4.380, 1.692], [-1.863, 3.070, 2.282], [1.804, 2.314, 0.486], [2.362, 3.205, 1.871], [1.245, 3.957, 0.725], [-0.332, 2.669, 4.232], [0.499, 4.101, 3.639], [1.420, 2.653, 4.001], [3.411, 0.766, 1.574], [3.785, 0.014, 3.118], [2.990, 1.577, 3.092], [2.488, -1.477, 1.073], [1.107, -2.171, 1.928], [2.677, -2.065, 2.715], [1.161, 0.677, 4.585], [2.005, -0.865, 4.628], [0.302, -0.810, 4.221]]}

{"formula": "C34H41N6O4", "method": "ωB97M-V/def2-TZVPD", "spin_multiplicity": 1, "orbital_gap_ha": 0.17903, "molar_mass_g_mol": 597.74, "total_charge": 1, "elements": ["C", "C", "N", "C", "C", "C", "C", "C", "C", "C", "C", "C", "N", "C", "C", "O", "C", "C", "C", "C", "C", "C", "C", "C", "O", "H", "H", "H", "H", "H", "H", "H", "H", "H", "H", "H", "H", "H", "H", "H", "H", "H", "H", "H", "H", "H", "H", "H", "H", "H", "C", "C", "O", "N", "C", "C", "N", "C", "C", "N", "C", "C", "O", "C", "C", "N", "C", "C", "C", "H", "H", "H", "H", "H", "H", "H", "H", "H", "H", "H", "H", "H", "H", "H", "H"], "coordinates": [[-4.345, -6.674, -0.643], [-3.323, -5.556, -0.833], [-2.156, -5.771, 0.045], [-1.286, -4.675, 0.330], [-0.713, -3.928, -0.712], [0.087, -2.854, -0.452], [0.341, -2.440, 0.874], [1.124, -1.283, 1.100], [1.201, -0.527, 2.294], [0.224, -0.600, 3.314], [0.345, 0.130, 4.462], [1.443, 0.985, 4.671], [1.603, 1.690, 5.910], [0.479, 2.557, 6.330], [0.758, 3.303, 7.631], [1.218, 2.429, 8.648], [2.424, 1.778, 8.283], [2.259, 0.944, 7.015], [2.394, 1.098, 3.641], [2.267, 0.382, 2.482], [-0.183, -3.237, 1.919], [-0.969, -4.322, 1.652], [-1.584, -7.123, -0.109], [-2.666, -8.189, 0.044], [-3.757, -7.953, -0.838], [-4.767, -6.655, 0.369], [-5.184, -6.585, -1.345], [-2.981, -5.525, -1.871], [-3.761, -4.578, -0.605], [-0.905, -4.228, -1.726], [0.510, -2.285, -1.262], [1.706, -0.924, 0.268], [-0.659, -1.193, 3.157], [-0.398, 0.049, 5.236], [0.292, 3.267, 5.515], [-0.421, 1.944, 6.428], [1.514, 4.085, 7.497], [-0.147, 3.794, 8.010], [3.194, 2.549, 8.162], [2.724, 1.155, 9.134], [1.667, 0.047, 7.220], [3.235, 0.601, 6.654], [3.225, 1.769, 3.776], [2.997, 0.489, 1.698], [0.088, -3.018, 2.937], [-1.372, -4.915, 2.453], [-1.123, -7.185, -1.100], [-0.785, -7.255, 0.629], [-2.277, -9.192, -0.172], [-3.062, -8.206, 1.065], [-3.731, 4.022, -1.220], [-2.567, 3.114, -1.453], [-2.391, 2.217, -0.653], [-1.721, 3.298, -2.561], [-1.866, 4.501, -3.406], [-1.400, 4.271, -4.840], [-0.085, 3.610, -4.888], [0.690, 3.646, -6.139], [2.165, 3.345, -5.898], [2.375, 2.158, -5.043], [3.572, 1.427, -5.145], [4.571, 1.737, -6.212], [3.837, 0.519, -4.382], [1.421, 1.909, -4.006], [1.651, 0.967, -3.013], [0.875, 0.717, -1.975], [-0.203, 1.476, -1.894], [-0.582, 2.463, -2.793], [0.250, 2.670, -3.901], [-3.438, 5.071, -1.193], [-4.500, 3.882, -1.978], [-4.177, 3.786, -0.254], [-2.908, 4.834, -3.398], [-1.277, 5.297, -2.941], [-2.116, 3.639, -5.376], [-1.342, 5.215, -5.391], [0.259, 2.909, -6.824], [0.559, 4.626, -6.609], [2.681, 3.203, -6.853], [2.648, 4.193, -5.402], [4.841, 2.791, -6.232], [5.482, 1.171, -6.019], [4.204, 1.440, -7.194], [2.558, 0.392, -3.071], [-0.826, 1.318, -1.032]]}

{"formula": "C34H41N7O2S2TeTi", "method": "ωB97M-V/def2-TZVPD", "spin_multiplicity": 1, "orbital_gap_ha": 0.17869, "molar_mass_g_mol": 819.35, "relative_energy_kcal_mol": 21.0, "total_charge": 2, "elements": ["Ti", "C", "C", "N", "C", "S", "N", "N", "C", "C", "C", "C", "C", "C", "C", "N", "H", "H", "H", "H", "H", "H", "H", "H", "H", "H", "H", "H", "H", "C", "O", "C", "C", "C", "C", "C", "C", "N", "C", "C", "C", "C", "C", "C", "C", "O", "H", "H", "H", "H", "H", "H", "H", "H", "H", "H", "H", "H", "H", "C", "C", "N", "C", "C", "N", "C", "C", "H", "H", "H", "H", "H", "H", "H", "H", "H", "H", "H", "H", "Te", "C", "C", "C", "C", "S", "H", "H", "H"], "coordinates": [[-1.615, 0.614, 0.360], [-7.776, 1.199, 0.051], [-6.942, 1.677, -1.125], [-5.656, 2.247, -0.703], [-4.590, 1.512, -0.422], [-3.130, 2.369, 0.064], [-4.621, 0.213, -0.542], [-3.434, -0.376, -0.220], [-3.466, -1.670, -0.108], [-4.704, -2.479, -0.245], [-2.164, -2.312, 0.118], [-1.991, -3.679, 0.182], [-0.704, -4.192, 0.330], [0.367, -3.324, 0.407], [0.122, -1.963, 0.357], [-1.112, -1.461, 0.223], [-8.716, 0.782, -0.309], [-8.010, 2.022, 0.726], [-7.253, 0.425, 0.612], [-7.459, 2.457, -1.681], [-6.729, 0.863, -1.817], [-5.579, 3.246, -0.599], [-5.581, -1.859, -0.096], [-4.706, -3.308, 0.461], [-4.758, -2.897, -1.255], [-2.838, -4.343, 0.103], [-0.551, -5.262, 0.372], [1.385, -3.677, 0.487], [0.941, -1.254, 0.437], [6.182, -0.630, -3.505], [5.585, -1.009, -2.255], [4.517, -1.863, -2.349], [4.707, -3.229, -2.431], [3.616, -4.086, -2.524], [2.337, -3.555, -2.547], [2.140, -2.183, -2.445], [3.226, -1.321, -2.314], [3.090, 0.074, -2.213], [2.040, 0.609, -1.423], [1.408, 1.860, -1.938], [1.976, 2.636, -2.939], [1.408, 3.846, -3.312], [0.264, 4.310, -2.680], [-0.334, 3.550, -1.687], [0.237, 2.337, -1.355], [-0.349, 1.577, -0.333], [7.260, -0.607, -3.365], [5.837, 0.363, -3.800], [5.933, -1.347, -4.288], [5.720, -3.608, -2.430], [3.772, -5.152, -2.606], [1.482, -4.208, -2.680], [1.138, -1.780, -2.534], [3.994, 0.511, -2.065], [1.281, -0.155, -1.288], [2.871, 2.281, -3.431], [1.868, 4.434, -4.093], [-0.165, 5.263, -2.956], [-1.228, 3.892, -1.183], [-0.293, -0.076, 2.969], [-0.013, 0.275, 4.453], [-0.987, 1.239, 4.935], [-0.801, 2.504, 4.239], [-0.827, 2.281, 2.707], [-1.318, 0.883, 2.425], [-2.605, 0.649, 3.165], [-2.332, 0.741, 4.691], [-0.703, -1.082, 2.871], [0.608, 0.003, 2.358], [0.986, 0.697, 4.567], [-0.064, -0.626, 5.063], [0.151, 2.943, 4.535], [-1.591, 3.190, 4.544], [0.163, 2.362, 2.258], [-1.490, 2.985, 2.207], [-2.979, -0.337, 2.878], [-3.317, 1.399, 2.827], [-2.438, -0.234, 5.166], [-3.051, 1.415, 5.154], [2.689, 1.077, 0.688], [4.670, 0.537, 0.493], [5.257, -0.652, 0.834], [6.660, -0.638, 0.649], [7.110, 0.558, 0.171], [5.842, 1.674, -0.042], [4.704, -1.503, 1.207], [7.308, -1.476, 0.858], [8.126, 0.833, -0.062]]}